This record from the Open Molecules 2025 dataset describes a molecular structure, C11H25BrNO2P2Pd. The level of theory is ωB97M-V with the def2-TZVPD basis set.

2S+1: 5
E_HOMO (alpha / beta) in eV: -8.63 / -12.20
Kohn-Sham gap (alpha / beta) in eV: 5.7 / 5.9
Net charge: +1
Total energy in Ha: -4023.58416
Expectation value of S²: 6.06
Energy above the lowest of the compared OMol25 structures with the same formula, charge and spin in kJ/mol: 0.0

Positions of all 43 atoms, in Å:
C -0.762 0.851 -3.094
C -0.947 0.420 -1.750
N 0.030 0.834 -0.819
C 0.816 1.916 -1.104
C 0.816 2.501 -2.367
C 0.055 1.940 -3.398
C -1.850 -0.590 -1.390
P -2.050 -0.791 0.408
Pd 0.061 -0.124 1.104
P 1.893 1.263 1.385
C 1.661 2.511 0.033
O -0.663 -3.282 -1.929
O 0.620 -3.538 0.358
H -1.425 0.364 -3.835
H 1.460 3.356 -2.511
H 0.028 2.391 -4.387
C -3.450 0.313 0.689
C -2.602 -2.464 0.875
H 2.652 2.826 -0.328
H 1.115 3.351 0.502
H -0.999 -2.416 -1.792
H -2.591 -0.912 -2.095
C 2.176 2.135 2.918
C 3.454 0.456 0.915
H 0.838 -2.043 0.597
H 0.090 -3.892 1.116
H 0.069 -3.715 -0.428
H 0.146 -3.221 -2.493
H -0.589 1.349 1.829
H 1.211 -1.352 0.406
H -4.291 -0.081 0.098
H -3.642 0.313 1.772
H -3.145 1.299 0.313
H -3.454 -2.767 0.263
H -1.843 -3.248 0.767
H -2.898 -2.431 1.929
H 4.252 1.215 0.866
H 3.684 -0.311 1.671
H 3.326 -0.033 -0.062
H 3.075 2.750 2.828
H 1.307 2.760 3.134
H 2.288 1.393 3.711
Br 0.079 -1.293 3.293

***

This record from the Open Molecules 2025 dataset describes a gas-phase ion, C7H8N3S (charge +1). The level of theory is ωB97M-V with the def2-TZVPD basis set.

2S+1: 1
E_HOMO in eV: -12.39
Kohn-Sham gap in eV: 7.5
Net charge: +1
Total energy in Ha: -833.60044
Energy above the lowest of the compared OMol25 structures with the same formula, charge and spin in kJ/mol: 435.7

Positions of all 19 atoms, in Å:
C -0.079 -1.693 -0.423
C 1.020 -2.339 -0.728
C 2.436 1.340 -0.102
C -0.369 -0.512 0.364
C 1.029 1.440 -0.237
C 3.111 -1.097 -0.205
C -1.530 -0.806 1.235
N 2.244 -1.865 -0.476
N 0.023 0.706 0.331
N 0.697 2.607 -0.804
S 3.624 0.228 0.660
H -0.949 -2.249 -0.757
H 0.901 -3.353 -1.034
H 3.093 2.183 -0.521
H -2.429 -1.088 0.590
H -1.178 -1.614 1.816
H -1.837 0.088 1.804
H 1.220 3.393 -0.504
H -0.306 2.695 -0.850

***

This record from the Open Molecules 2025 dataset describes a single C19H26N2O3 molecule. The level of theory is ωB97M-V with the def2-TZVPD basis set.

2S+1: 1
E_HOMO in eV: -7.93
Kohn-Sham gap in eV: 8.7
Net charge: 0
Total energy in Ha: -1074.83180
Energy above the lowest of the compared OMol25 structures with the same formula, charge and spin in kJ/mol: 187.8
SMILES string: CCOc1ccc(CCNC(=O)CCn2cccc2)cc1OCC

Positions of all 50 atoms, in Å:
C -1.210 5.104 1.092
C 0.242 5.082 1.563
H 0.725 6.029 1.304
H 0.297 4.955 2.652
O 1.017 4.105 0.904
C 0.931 2.800 1.286
C 0.158 2.302 2.321
C 0.180 0.950 2.637
C 0.976 0.073 1.926
C 1.750 0.565 0.877
C 1.743 1.908 0.547
O 2.480 2.490 -0.441
C 3.344 1.704 -1.232
C 2.612 0.929 -2.325
H 1.946 0.185 -1.896
H 2.023 1.616 -2.928
H 3.334 0.427 -2.963
H 4.022 2.430 -1.690
H 3.937 1.026 -0.606
H 2.370 -0.130 0.333
C 0.980 -1.398 2.232
H 0.911 -1.561 3.308
H 1.903 -1.853 1.870
C -0.206 -2.108 1.559
N -0.227 -1.892 0.131
C 0.327 -2.756 -0.743
O 0.889 -3.778 -0.407
C 0.121 -2.377 -2.204
H 0.025 -1.296 -2.320
H 0.972 -2.732 -2.785
C -1.158 -3.068 -2.713
N -2.307 -2.657 -1.959
C -2.818 -3.304 -0.880
C -3.827 -2.547 -0.352
C -3.926 -1.383 -1.140
C -2.972 -1.480 -2.116
H -2.730 -0.809 -2.917
H -4.621 -0.578 -1.007
H -4.433 -2.796 0.497
H -2.427 -4.253 -0.570
H -1.040 -4.150 -2.614
H -1.310 -2.824 -3.769
H -0.644 -1.037 -0.197
H -0.123 -3.185 1.722
H -1.150 -1.747 1.973
H -0.429 0.589 3.452
H -0.466 2.958 2.906
H -1.244 5.263 0.018
H -1.707 4.163 1.315
H -1.744 5.911 1.587

***

This record from the Open Molecules 2025 dataset describes a molecular structure, C25H55FN2O11S4V. The level of theory is ωB97M-V with the def2-TZVPD basis set.

2S+1: 4
E_HOMO (alpha / beta) in eV: -12.41 / -12.41
Kohn-Sham gap (alpha / beta) in eV: 8.4 / 8.1
Net charge: +2
Total energy in Ha: -4558.67069
Expectation value of S²: 3.75

Positions of all 99 atoms, in Å:
C -3.475 5.136 -1.664
C -2.275 4.837 -0.792
N -1.439 3.659 -1.276
C -0.366 3.423 -0.279
C -2.308 2.452 -1.426
C -3.157 2.157 -0.211
C -0.853 4.079 -2.599
C 0.343 3.337 -3.163
O 0.144 1.955 -3.198
C 1.359 1.246 -3.354
H -4.226 4.355 -1.689
H -3.152 5.381 -2.678
H -3.909 6.083 -1.342
H -2.556 4.599 0.228
H -1.618 5.703 -0.836
H 0.379 4.213 -0.365
H 0.096 2.457 -0.453
H -0.783 3.545 0.716
H -1.603 1.636 -1.531
H -2.883 2.534 -2.342
H -3.748 1.256 -0.362
H -3.896 2.935 0.001
H -2.533 2.038 0.673
H -0.561 5.125 -2.527
H -1.648 3.994 -3.334
H 1.299 3.555 -2.672
H 0.436 3.701 -4.196
H 1.781 1.444 -4.348
H 1.113 0.188 -3.328
H 2.075 1.534 -2.586
V -1.933 -2.409 -0.209
N 0.119 -0.580 -0.037
O 1.010 0.186 0.270
O -1.096 -0.263 0.149
O 0.325 -1.747 -0.463
F 8.198 -2.008 0.931
C 6.889 -1.797 0.770
C 6.332 -2.032 -0.463
C 4.975 -1.875 -0.600
C 4.194 -1.393 0.453
C 4.785 -1.202 1.680
C 6.147 -1.368 1.854
H 6.982 -2.280 -1.292
H 4.476 -2.081 -1.540
H 3.149 -1.233 0.219
H 4.187 -0.828 2.507
H 6.628 -1.202 2.807
C -0.984 0.100 3.251
S -0.846 -1.698 3.410
O -1.215 -2.252 2.070
C 0.944 -1.742 3.462
H -1.013 0.519 4.260
H -1.950 0.283 2.787
H -0.146 0.508 2.694
H 1.279 -2.778 3.437
H 1.323 -1.262 4.365
H 1.352 -1.223 2.592
C -1.679 -6.560 0.569
S -0.301 -5.502 0.160
O -0.844 -4.117 0.248
C 0.732 -5.844 1.580
H -1.468 -7.618 0.703
H -2.410 -6.377 -0.217
H -2.116 -6.223 1.515
H 1.288 -6.755 1.364
H 0.150 -6.058 2.479
H 1.378 -4.989 1.759
C -5.258 -2.617 2.730
S -4.691 -1.162 1.863
O -3.547 -1.599 0.996
C -6.080 -1.037 0.749
H -5.112 -3.477 2.076
H -6.327 -2.502 2.921
H -4.751 -2.763 3.679
H -6.992 -0.726 1.258
H -6.211 -1.998 0.252
H -5.871 -0.273 0.002
C -1.188 -4.794 -4.314
S -0.751 -3.191 -3.671
O -1.269 -3.197 -2.254
C 1.001 -3.522 -3.480
H -0.601 -4.982 -5.210
H -2.257 -4.816 -4.523
H -1.032 -5.562 -3.554
H 1.078 -4.511 -3.026
H 1.482 -2.779 -2.852
H 1.456 -3.566 -4.471
C 3.248 2.395 0.883
O 2.473 3.611 1.051
C 2.923 4.478 1.954
O 3.829 4.297 2.710
O 2.220 5.596 1.821
C 2.674 6.679 2.633
H 2.860 1.620 1.538
H 4.274 2.612 1.173
H 3.172 2.133 -0.164
H 3.720 6.907 2.434
H 2.673 6.391 3.691
H 1.978 7.496 2.515